Entry from the Open Molecules 2025 dataset: a molecular structure, C16H20GdN2OP in a non-equilibrium geometry (the ωB97M-V functional and the def2-TZVPD basis).

⟨S²⟩: 16.785
HOMO-LUMO gap (alpha / beta), eV: 6.419 / 3.040
ΔE to the lowest compared entry with this formula, charge and spin, kJ/mol: 0.0
Spin multiplicity: 8

Geometry (Å):
C: 0.7876 -2.1920 -0.4732
C: 1.8594 -1.6485 0.3137
C: 1.3620 -1.4009 1.6387
C: -0.0279 -1.7547 1.6602
C: -0.3873 -2.2365 0.3589
Gd: 0.1741 0.1923 -0.0224
P: -1.1008 0.6398 -2.5855
H: 0.8593 -2.5408 -1.5030
H: 2.8917 -1.5282 -0.0067
H: 1.9534 -1.0742 2.4992
H: -1.3504 -2.6636 0.0874
H: -0.6671 -1.7647 2.5443
H: -2.3619 0.1506 -3.0438
H: -0.4307 0.4930 -3.8420
H: -1.3866 2.0619 -2.6839
C: -2.0424 5.8899 2.9557
N: -1.7706 4.5336 2.5091
N: -0.9834 4.1919 1.4520
C: -0.8991 2.8314 1.4064
O: -0.0673 2.2198 0.6191
C: -1.7651 2.3271 2.4013
C: -2.2183 3.4168 3.1052
C: -3.0279 3.4348 4.3329
C: -0.2741 5.1072 0.6115
C: 0.4629 6.1474 1.1854
C: 1.2870 6.9309 0.3742
C: 1.3947 6.6665 -0.9943
C: 0.6592 5.6166 -1.5599
C: -0.2039 4.8580 -0.7694
H: -3.1250 6.0335 3.0630
H: -1.6737 6.6397 2.2588
H: -1.5743 6.0760 3.9326
H: -1.9725 1.2841 2.5803
H: -2.4864 3.8815 5.1794
H: -3.9767 3.9689 4.1915
H: -3.2626 2.3983 4.6074
H: 0.4069 6.3345 2.2602
H: 1.8596 7.7397 0.8224
H: 2.0591 7.2615 -1.6225
H: 0.7589 5.3832 -2.6203
H: -0.8225 4.0638 -1.2006